[1]
DFT (ωB97M-V/def2-TZVPD) results for one molecule with the formula C10H15N3O in a non-equilibrium geometry.

- SMILES = Oc1cncc(N2CCCNCC2)c1
- energy above the lowest of the compared OMol25 structures with the same formula, charge and spin (eV) = 6.683
- highest occupied orbital energy (eV) = -8.063

Atoms and positions in Å:
C1 -3.33573 0.48310 0.14352
C2 -3.74191 -0.70264 -0.11537
C3 -1.63633 -1.56853 -0.11986
C4 -1.10477 -0.31305 0.58835
C5 -1.94766 0.64937 0.54968
C6 1.28483 -1.25258 1.01276
C7 1.92875 -1.49585 -0.28827
C8 1.99930 -0.26281 -1.28536
C9 1.35984 1.74668 -0.05227
C10 0.87163 1.03579 1.23101
H1 -3.41911 2.46432 -0.78373
H2 -4.77419 -0.91685 -0.59642
H3 -0.98198 -2.40820 -0.19635
H4 -1.45116 1.74306 0.35477
H5 2.13436 -0.86198 1.55353
H6 1.27126 -2.16849 1.67418
H7 3.09665 -1.93753 -0.14356
H8 1.66571 -2.51977 -0.92732
H9 2.85960 -0.74222 -1.90730
H10 1.23809 -0.09617 -1.88002
H11 3.13524 1.40180 -1.52118
H12 0.31865 1.85210 -0.72681
H13 1.37214 2.85306 0.29850
H14 0.18075 1.73106 1.97371
H15 1.82091 0.73470 1.71673
N1 -2.95940 -1.77312 -0.33791
N2 0.25167 -0.16119 1.04062
N3 2.56624 1.00175 -0.73267
O1 -4.00335 1.48422 -0.52295

Mulliken atomic charge list, values in e, 4 entries: 0.656 -0.272 -0.668 0.500

[2]
DFT (ωB97M-V/def2-TZVPD) results for a 2-piece molecular cluster, C37H28F9N3O4S overall in a non-equilibrium geometry.

- highest occupied orbital energy (eV) = -5.451

Atoms and positions in Å:
F1 4.68754 0.10023 3.46498
C1 3.62118 -0.70413 3.47422
F2 3.54642 -1.45436 2.37363
F3 3.57148 -1.45777 4.57351
S1 2.10830 0.35744 3.48859
C2 0.90562 -0.97446 3.58192
C3 -0.43668 -0.72515 3.60588
C4 -1.35379 -1.81933 3.64035
C5 -2.69393 -1.60643 3.62704
C6 -3.19960 -0.31037 3.58742
N1 -4.62824 -0.11797 3.54491
O1 -5.07185 1.03508 3.48757
O2 -5.35240 -1.12088 3.56188
C7 -2.33710 0.78341 3.57727
C8 -0.98647 0.59485 3.58664
O3 1.82950 1.16027 4.73338
O4 1.74696 0.98823 2.16642
H1 1.26394 -1.98063 3.60890
H2 -0.97821 -2.82964 3.66897
H3 -3.40613 -2.42207 3.64407
H4 -2.76238 1.77773 3.56754
H5 -0.32017 1.44439 3.59101
F4 -0.05755 7.84187 2.13867
C9 -0.81813 6.90030 1.54780
F5 -0.58781 5.68936 2.09190
F6 -2.12326 7.21777 1.64471
C10 -0.42744 6.85612 0.06549
N2 -1.05629 5.72434 -0.62020
C11 -2.28096 5.98697 -1.33237
C12 -2.23315 6.25464 -2.70221
C13 -3.36159 6.64079 -3.38202
C14 -4.56664 6.75923 -2.71155
C15 -4.63604 6.47649 -1.35864
C16 -3.50381 6.10694 -0.67099
C17 -0.38598 4.45994 -0.66258
C18 -1.05194 3.28198 -0.31100
C19 -0.41254 2.07258 -0.34252
C20 0.93694 1.95936 -0.75745
C21 1.53177 0.67279 -0.78991
C22 2.70157 0.20802 -1.43613
C23 3.13972 -1.11632 -1.19273
C24 4.28777 -1.61487 -1.74453
C25 5.07874 -0.82122 -2.58862
N3 6.29026 -1.30528 -3.17295
C26 7.37283 -1.78436 -2.31507
C27 8.10944 -0.60270 -1.66318
F7 8.81373 -1.08139 -0.62176
F8 8.92570 -0.05272 -2.57916
F9 7.19625 0.29759 -1.24983
C28 6.62819 -0.92936 -4.52113
C29 7.22594 0.29638 -4.82203
C30 7.32916 0.71614 -6.12847
C31 6.88910 -0.10385 -7.15344
C32 6.36260 -1.34784 -6.87096
C33 6.22444 -1.75782 -5.56486
C34 4.61516 0.46423 -2.89780
C35 3.45699 0.95965 -2.36178
C36 1.60033 3.15840 -1.09478
C37 0.95616 4.36464 -1.05653
H6 -0.73956 7.78499 -0.41335
H7 0.65561 6.78071 -0.01574
H8 -1.28419 6.18223 -3.20852
H9 -3.30874 6.86481 -4.43713
H10 -5.44608 7.09066 -3.23832
H11 -5.57884 6.55315 -0.83890
H12 -3.52888 5.93616 0.39276
H13 -2.08181 3.34599 0.00634
H14 -0.94778 1.17794 -0.06859
H15 0.99296 -0.08701 -0.24798
H16 2.53438 -1.75952 -0.57400
H17 4.57106 -2.64198 -1.58637
H18 6.96748 -2.44417 -1.54882
H19 8.07556 -2.35720 -2.92122
H20 7.61683 0.89807 -4.01635
H21 7.72943 1.69136 -6.35346
H22 6.96412 0.22486 -8.17800
H23 6.04400 -2.00018 -7.66579
H24 5.79437 -2.71334 -5.32152
H25 5.21682 1.08131 -3.54075
H26 3.08660 1.90462 -2.70055
H27 2.64803 3.14114 -1.31791
H28 1.45919 5.26129 -1.36417

Mulliken atomic charge list, values in e, 4 entries: -0.203 0.635 -0.158 -0.173

[3]
DFT (ωB97M-V/def2-TZVPD) results for C30H27Br3Cl3InN6O2SSi as an isolated structure.

- energy above the lowest of the compared OMol25 structures with the same formula, charge and spin (eV) = 0.514
- highest occupied orbital energy (eV) = -7.598

Atoms and positions in Å:
In1 0.50008 0.35941 0.18100
O1 -1.03653 -1.41292 2.61745
C1 -2.39333 -1.36476 2.73238
C2 -3.11516 -2.34526 3.39951
C3 -4.49936 -2.26332 3.47354
C4 -5.17096 -1.20147 2.88875
C5 -4.43747 -0.21344 2.23816
C6 -3.05642 -0.27342 2.16174
C7 -2.25741 0.79188 1.42827
O2 -1.54980 0.29064 0.38278
N1 -1.39028 1.46162 2.44977
N2 -0.15804 1.84594 2.12664
C8 0.39754 2.79884 2.78224
C9 1.77160 3.25818 2.62083
Br1 3.06675 1.94196 2.15287
C10 2.21386 4.49175 2.86967
C11 1.39328 5.68800 3.11718
C12 1.93060 6.70881 3.90798
C13 1.20438 7.85512 4.18469
C14 -0.07286 8.01480 3.66198
C15 -0.60164 7.03236 2.83661
C16 0.12560 5.88472 2.55704
H1 -0.69867 -2.22778 2.99846
H2 -2.59058 -3.17757 3.86113
H3 -5.05561 -3.03735 3.99136
H4 -6.25022 -1.14131 2.93000
H5 -4.94637 0.62395 1.76923
H6 -2.96341 1.56737 1.08016
H7 -1.89427 2.03124 3.11510
H8 -0.17919 3.32840 3.53934
H9 3.28645 4.64887 2.88226
H10 2.92654 6.58821 4.32230
H11 1.63516 8.63040 4.80783
H12 -0.64308 8.90944 3.88061
H13 -1.58309 7.16487 2.39636
H14 -0.26886 5.15950 1.85575
S1 2.10472 -1.28138 1.02261
C17 1.64652 -2.60674 -0.05485
N3 2.05103 -3.78416 0.33109
N4 1.96954 -4.91505 -0.35983
C18 1.86505 -5.18607 -1.75128
C19 0.99208 -6.17786 -2.17880
C20 0.95333 -6.53813 -3.52056
C21 1.79270 -5.91935 -4.43436
C22 2.67515 -4.93695 -3.99792
C23 2.71167 -4.56836 -2.66410
N5 0.84474 -2.50101 -1.17229
N6 0.24431 -1.43637 -1.39756
C24 -0.64731 -1.48050 -2.50765
C25 -1.60620 -0.47845 -2.62090
C26 -2.50078 -0.49862 -3.67855
C27 -2.44153 -1.50452 -4.63109
C28 -1.48433 -2.50751 -4.51857
C29 -0.58874 -2.49737 -3.46567
H15 2.05275 -5.71433 0.23709
H16 0.34007 -6.66257 -1.46009
H17 0.25819 -7.30217 -3.84606
H18 1.76034 -6.20226 -5.47923
H19 3.34455 -4.45235 -4.70058
H20 3.40370 -3.80685 -2.32638
H21 -1.68242 0.28059 -1.85390
H22 -3.25403 0.27588 -3.75761
H23 -3.13506 -1.50778 -5.46412
H24 -1.43470 -3.30281 -5.25327
H25 0.17374 -3.25867 -3.37693
Br2 3.01534 -0.98705 -3.67669
C30 4.58609 -0.04460 -3.07974
Br3 4.16071 1.35049 -1.82238
H26 5.04385 0.41104 -3.94209
H27 5.24043 -0.74880 -2.59096
Cl1 1.93249 3.99715 -0.79833
Si1 0.56885 2.52527 -1.23477
Cl2 -1.25953 3.43532 -0.93105
Cl3 0.66344 2.11520 -3.24355

Mulliken atomic charge list, values in e, 4 entries: 1.134 -0.283 0.673 -0.805

[4]
DFT (ωB97M-V/def2-TZVPD) results for C33H36BiClF3I2N3O2PS as an isolated structure.

- charge = +1
- energy above the lowest of the compared OMol25 structures with the same formula, charge and spin (eV) = 0.004
- highest occupied orbital energy (eV) = -10.864

Atoms and positions in Å:
Bi1 -1.53831 0.12398 -0.45352
C1 0.23829 -3.54231 0.61525
C2 0.24772 -3.36571 2.10705
C3 0.28411 -4.50798 2.90701
C4 0.25326 -4.42630 4.28681
C5 0.18232 -3.18455 4.90428
C6 0.14666 -2.04265 4.12761
C7 0.18324 -2.11642 2.73136
P1 0.17986 -0.52906 1.81652
C8 1.85094 0.15110 2.06392
C9 2.85827 -0.71140 2.50436
C10 4.17292 -0.28551 2.59915
C11 4.49595 1.01712 2.25390
C12 3.50389 1.87646 1.81034
C13 2.17730 1.46904 1.69929
C14 1.16186 2.47284 1.22910
C15 -1.00724 0.44734 2.77677
C16 -0.65783 1.30158 3.81952
C17 -1.63999 1.97094 4.52909
C18 -2.97539 1.79422 4.18917
C19 -3.32854 0.95567 3.14528
C20 -2.35588 0.26238 2.42889
C21 -2.73617 -0.64198 1.29320
H1 0.81846 -4.41812 0.32533
H2 0.63353 -2.67671 0.08908
H3 -0.78193 -3.70312 0.25601
H4 0.33599 -5.47875 2.42880
H5 0.28231 -5.32975 4.88152
H6 0.15524 -3.10698 5.98272
H7 0.09014 -1.07652 4.61269
H8 2.61336 -1.72826 2.78101
H9 4.93602 -0.96793 2.94917
H10 5.51748 1.36626 2.33121
H11 3.75774 2.89459 1.53794
H12 1.62416 3.21655 0.57946
H13 0.71125 3.00372 2.07043
H14 0.33900 2.01579 0.67891
H15 0.38719 1.43820 4.07530
H16 -1.36683 2.63522 5.33761
H17 -3.74543 2.32240 4.73590
H18 -4.37158 0.83057 2.88125
H19 -3.78942 -0.55708 1.03388
H20 -2.49200 -1.69038 1.47036
C22 -1.23497 1.77366 -4.71235
C23 -2.17455 0.60040 -4.96295
N1 -2.25322 -0.30469 -3.81730
C24 -1.32073 -1.16806 -3.44797
S1 -1.51552 -2.03820 -1.94351
N2 -0.28090 -1.40195 -4.23419
C25 0.86536 -2.26848 -3.95173
C26 2.12389 -1.66780 -4.55015
H21 -1.20890 2.42770 -5.58295
H22 -0.21609 1.43923 -4.50808
H23 -1.58089 2.35988 -3.85953
H24 -1.89121 0.03860 -5.85696
H25 -3.18832 0.95423 -5.13901
H26 -3.04373 -0.19669 -3.18516
H27 -0.27330 -0.94655 -5.13565
H28 0.67468 -3.26227 -4.36068
H29 0.94533 -2.36033 -2.87170
H30 2.04074 -1.56675 -5.63417
H31 2.97536 -2.31601 -4.34782
H32 2.32924 -0.68596 -4.12144
F1 -6.21738 1.94721 -1.37118
C27 -5.08830 2.33095 -1.97153
F2 -5.14388 1.94200 -3.25837
F3 -5.01718 3.65617 -1.94348
C28 -3.86965 1.67890 -1.27596
O1 -3.13852 2.36654 -0.56500
O2 -3.69590 0.44767 -1.52528
I1 -2.25175 4.25578 1.44558
I2 -1.12910 5.62644 3.42419
Cl1 3.15656 3.59987 -2.43510
C29 2.95859 1.95735 -1.94457
C30 4.05038 1.17223 -1.61983
C31 3.81471 -0.12859 -1.20709
C32 2.50773 -0.58042 -1.13616
N3 1.45526 0.17312 -1.45806
C33 1.68263 1.42167 -1.85421
H33 5.05209 1.57568 -1.67989
H34 4.63276 -0.77828 -0.92887
H35 2.29677 -1.58898 -0.80094
H36 0.81999 2.03624 -2.09387

Mulliken atomic charge list, values in e, 4 entries: 1.419 -0.647 0.966 -0.827

[5]
DFT (ωB97M-V/def2-TZVPD) results for one molecule with the formula C18H23BN2O3 in a non-equilibrium geometry.

- SMILES = CC(C)(C)c1ccc(NC(=O)NCc2ccc(B(O)O)cc2)cc1
- energy above the lowest of the compared OMol25 structures with the same formula, charge and spin (eV) = 1.434
- highest occupied orbital energy (eV) = -8.189

Atoms and positions in Å:
O1 1.75542 2.03667 -1.21437
O2 2.72724 -1.84655 4.16582
O3 5.00931 -2.81499 4.22596
B1 4.03282 -1.91579 3.68601
C1 1.80365 1.01341 -1.89231
C2 3.07727 -1.10816 1.54383
C3 5.29112 -0.41775 1.77404
C4 -1.35031 -0.89395 -1.43968
C5 -1.11021 1.40405 -0.93775
C6 3.02362 -0.34430 0.38851
C7 5.33553 0.28497 0.56758
C8 -2.65503 -0.87630 -0.95461
C9 -2.40952 1.46171 -0.47072
C10 4.22016 -1.10804 2.30790
C11 -0.56707 0.21608 -1.45579
C12 4.21832 0.19990 -0.19218
C13 -3.22313 0.32819 -0.49604
N1 0.70338 0.17790 -2.10371
N2 3.00776 0.52135 -2.36017
C14 4.23235 0.79852 -1.56958
C15 -5.41950 -0.87433 -0.00016
C16 -5.13898 1.48062 0.78831
C17 -5.10865 0.86854 -1.74258
C18 -4.78644 0.41646 -0.30958
H1 2.78632 -2.29354 5.07070
H2 5.91235 -2.51405 4.00247
H3 2.25104 -1.67884 1.84291
H4 6.24199 -0.39669 2.34537
H5 -0.92873 -1.81251 -1.79018
H6 -0.51181 2.31406 -0.99124
H7 2.08733 -0.24013 -0.19407
H8 6.15450 0.80653 0.15169
H9 -3.24091 -1.78146 -0.94930
H10 -2.66632 2.43879 0.03614
H11 0.93769 -0.63834 -2.59755
H12 2.98873 -0.45947 -2.73143
H13 5.31051 0.81122 -2.08585
H14 4.13308 1.86860 -1.38106
H15 -5.02750 -1.39838 0.84781
H16 -6.50706 -0.85297 0.10447
H17 -5.12504 -1.57810 -0.78552
H18 -6.22233 1.59413 0.91648
H19 -4.61987 1.34761 1.76496
H20 -4.80817 2.48953 0.46909
H21 -5.05563 2.00849 -1.85572
H22 -4.59738 0.30863 -2.60231
H23 -6.16190 0.64868 -1.89660

Mulliken atomic charge list, values in e, 4 entries: -0.605 -0.500 -0.579 0.560

Number 1: frontier orbital gap 8.428 eV. Number 2: frontier orbital gap 2.449 eV. Number 3: frontier orbital gap 6.678 eV. Number 4: frontier orbital gap 7.900 eV. Number 5: frontier orbital gap 8.647 eV.